Formula: C16H32BF4N7O2STl
Source: OMol25
Level of theory: wB97M-V/def2-TZVPD

HOMO-LUMO gap (alpha / beta) ... 1.84 / 4.65 eV
LUMO (alpha / beta) ... 4.34 / 4.20 eV
Total charge ... -2
Total energy ... -58717.63204 eV
ΔE to the lowest compared entry with this formula, charge and spin ... 0.00 kJ/mol
2S+1 ... 2

Each line ends with the Löwdin spin population.
Atoms and positions in Å:
Tl -15.719 -8.000 3.814  0.024
C -17.407 -3.586 3.488  0.002
C -18.255 -4.374 4.482  0.000
N -18.722 -5.655 3.959  0.000
C -19.542 -6.443 4.874  0.000
C -18.918 -6.773 6.218  0.000
N -17.658 -7.550 6.014  0.002
C -16.959 -7.892 7.277  0.002
C -16.488 -6.711 8.135  0.000
C -15.773 -5.587 7.373  0.000
N -14.520 -5.986 6.770  0.000
C -13.836 -5.016 5.947  0.001
C -14.701 -4.203 4.984  0.000
N -15.356 -5.079 3.954  0.002
C -16.175 -4.328 2.956  0.002
H -17.121 -2.623 3.956  0.000
H -18.025 -3.336 2.600  0.002
H -19.177 -3.801 4.733  0.000
H -17.732 -4.507 5.456  0.000
H -17.913 -6.202 3.659  0.000
H -19.876 -7.379 4.370  0.000
H -20.462 -5.851 5.054  0.000
H -19.653 -7.410 6.761  0.000
H -18.762 -5.890 6.859  0.000
H -17.955 -8.420 5.557  0.001
H -16.087 -8.523 7.004  0.002
H -17.621 -8.542 7.889  0.000
H -15.812 -7.115 8.906  0.000
H -17.349 -6.312 8.696  0.000
H -15.522 -4.758 8.079  0.000
H -16.439 -5.134 6.601  0.000
H -14.452 -6.937 6.440  0.000
H -13.008 -5.502 5.375  0.001
H -13.358 -4.288 6.622  0.000
H -14.012 -3.507 4.462  0.000
H -15.426 -3.570 5.514  0.000
H -14.572 -5.457 3.404  0.001
H -16.506 -5.066 2.200  0.000
H -15.518 -3.608 2.416  0.002
O -13.118 -7.509 3.825  0.066
N -12.669 -8.730 3.678  0.214
C -11.967 -9.054 2.528  0.142
C -11.553 -10.342 2.322  0.034
C -11.821 -11.349 3.300  0.200
C -12.518 -10.999 4.454  0.135
C -12.983 -9.639 4.675  0.042
S -13.882 -9.289 6.035  0.019
H -11.798 -8.199 1.871  0.027
H -10.995 -10.623 1.423  -0.004
H -11.460 -12.370 3.176  0.018
H -12.750 -11.747 5.210  0.008
F -19.371 -9.939 1.608  0.001
B -19.180 -10.605 2.896  0.000
F -18.074 -9.796 3.619  0.001
F -18.706 -11.936 2.730  0.000
F -20.350 -10.516 3.707  0.000
N -17.677 -6.741 0.348  0.003
C -16.334 -6.564 0.347  0.009
N -15.839 -5.797 -0.664  0.010
O -15.583 -7.097 1.186  0.009
H -18.229 -6.579 -0.480  0.004
H -18.002 -7.500 0.935  0.000
H -16.405 -5.065 -1.077  0.009
H -14.851 -5.608 -0.590  0.006